Arrangement i

# C2H5NO2S

A molecular structure, C2H5NO2S (the ωB97M-V functional and the def2-TZVPD basis, the OMol25 dataset).

Atoms and positions in Å:
C (0.178, -1.467, 0.212)
C (0.229, 0.828, 0.568)
H (-0.064, -0.937, -0.985)
H (-0.675, -1.551, 0.998)
H (1.127, -2.467, 0.107)
H (-1.412, 1.922, 0.082)
H (0.189, 0.707, -1.706)
N (-0.849, 0.993, -0.112)
O (0.950, -0.390, 0.767)
O (-0.899, 0.445, -1.338)
S (1.225, 1.916, 1.405)

Calculated values
LUMO = -0.504 eV
Frontier orbital gap = 7.892 eV
HOMO level = -8.396 eV
Charge = 0

These are the Mulliken partial charges, in e, on atoms 1 to 6: -0.585 0.075 0.306 0.221 0.230 0.316

Arrangement ii

# C2H5NO2S

A single C2H5NO2S molecule (the ωB97M-V functional and the def2-TZVPD basis, the OMol25 dataset).

Atoms and positions in Å:
C (-0.119, 1.605, 0.112)
C (-0.558, -1.269, 0.039)
N (0.978, 1.264, -0.391)
O (-1.376, 0.181, 2.107)
O (-2.676, 0.860, -0.417)
S (-1.186, 0.268, 0.689)
H (-0.705, 2.494, 0.360)
H (-1.068, -1.466, -0.876)
H (0.456, -1.347, -0.361)
H (-0.817, -2.211, 0.596)
H (1.435, 1.961, -0.826)

Calculated values
LUMO (alpha / beta) = -0.113 / -0.113 eV
Frontier orbital gap (alpha / beta) = 9.640 / 9.640 eV
HOMO level (alpha / beta) = -9.752 / -9.753 eV
Charge = 0

These are the Mulliken partial charges, in e, on atoms 1 to 6: 0.098 -0.957 -0.498 -0.532 -0.609 0.811

Which of them is the most stable, and which is the least stable? arrangement ii and arrangement i, in that order.

Arrangement i

# C5H14

2 unconnected molecules or ions with the total composition C5H14 (the ωB97M-V functional and the def2-TZVPD basis, the OMol25 dataset).

Atoms and positions in Å:
C (1.085, -1.897, -1.294)
C (1.653, -0.490, -1.577)
C (-0.177, -1.955, -0.443)
H (0.914, -2.349, -2.247)
H (2.065, -2.485, -1.123)
H (0.983, 0.422, -1.650)
H (-0.732, -1.118, -0.893)
H (2.179, -0.600, -2.544)
H (2.456, -0.182, -0.830)
H (-0.642, -2.964, -0.486)
H (0.099, -1.751, 0.507)
C (-0.889, 2.398, 1.102)
C (-1.668, 1.693, 2.142)
H (-0.791, 3.532, 1.259)
H (0.177, 2.154, 0.916)
H (-1.114, 2.457, 0.127)
H (-1.868, 0.679, 1.843)
H (-2.559, 2.340, 2.417)
H (-1.190, 1.371, 3.119)

Calculated values
LUMO (alpha / beta) = -3.205 / -11.162 eV
Frontier orbital gap (alpha / beta) = 11.033 / 2.724 eV
HOMO level (alpha / beta) = -14.238 / -13.886 eV
2S+1 = 2
Charge = +1
⟨S²⟩ = 0.752

These are the Mulliken partial charges, in e, on atoms 1 to 6: -0.128 -0.842 -0.939 0.384 0.389 0.322

Arrangement ii

# C5H14

2 unconnected molecules or ions with the total composition C5H14 (the ωB97M-V functional and the def2-TZVPD basis, the OMol25 dataset).

Atoms and positions in Å:
C (-1.177, -1.931, 1.278)
C (-1.720, -1.245, 2.525)
C (-0.361, -0.882, 0.522)
H (-0.539, -2.773, 1.594)
H (-1.951, -2.391, 0.633)
H (-1.974, -1.942, 3.346)
H (0.420, -0.537, 1.177)
H (-2.481, -0.592, 2.317)
H (-0.973, -0.577, 2.903)
H (0.185, -1.313, -0.381)
H (-1.079, -0.167, 0.206)
C (2.097, 2.033, -1.837)
C (0.711, 1.570, -2.291)
H (2.433, 1.467, -0.900)
H (2.991, 1.821, -2.460)
H (2.340, 3.075, -1.515)
H (0.024, 2.450, -2.650)
H (0.242, 1.107, -1.416)
H (0.812, 0.826, -3.051)

Calculated values
LUMO (alpha / beta) = -2.636 / -11.509 eV
Frontier orbital gap (alpha / beta) = 13.828 / 3.258 eV
HOMO level (alpha / beta) = -16.464 / -14.767 eV
2S+1 = 2
Charge = +1
⟨S²⟩ = 0.753

These are the Mulliken partial charges, in e, on atoms 1 to 6: -0.161 -1.132 -1.042 0.316 0.314 0.321

Which of them is the most stable, and which is the least stable? arrangement ii and arrangement i, in that order.